Record 1
7
Properties=species:S:1:pos:R:3:mulliken_charge:R:1 method="wB97M-V/def2-TZVPD" spin_multiplicity=1 e_homo_ev=-10.35 smiles=N#[N+][O-].OO
N 3.44 -0.11 0.94 -0.3497
N 3.11 0.22 -0.05 0.8365
O 0.03 0.43 0.09 -0.3087
O 2.79 0.50 -1.10 -0.4944
O 0.45 -0.89 0.27 -0.3161
H 1.27 -0.72 0.70 0.3193
H -0.35 0.29 -0.72 0.3131

***

Record 2
17
Properties=species:S:1:pos:R:3:mulliken_charge:R:1 method="wB97M-V/def2-TZVPD" spin_multiplicity=1 total_charge=-1 e_homo_ev=-2.45
C 1.06 -0.13 -2.06 -0.4907
S 1.11 -1.87 -1.65 -0.1272
C -0.67 -2.01 -1.36 -0.6189
H 2.01 0.39 -2.06 0.3062
H 0.41 0.40 -1.37 -0.1555
H 0.62 0.00 -3.05 0.2879
H -0.96 -3.04 -1.21 0.2967
H -0.95 -1.35 -0.53 0.1055
H -1.16 -1.65 -2.26 0.2449
C -0.67 0.56 3.02 -0.9504
C -0.79 1.93 2.33 -0.4625
S -0.46 1.88 0.55 -0.6301
H 0.36 0.27 3.21 0.2516
H -1.19 -0.17 2.40 0.2224
H -1.21 0.56 3.98 0.3206
H -0.14 2.65 2.84 0.2173
H -1.80 2.30 2.51 0.1821

***

Record 3
17
Properties=species:S:1:pos:R:3:mulliken_spin:R:1 method="wB97M-V/def2-TZVPD" spin_multiplicity=2 e_homo_ev="-9.27 / -9.30"
H -0.38 1.65 0.32 0.0012
C -1.29 1.13 -0.08 0.0018
H -1.33 1.40 -1.15 -0.0001
C -1.04 -0.34 0.11 0.0009
C 0.21 -0.79 -0.07 0.0086
C 0.69 -2.16 0.26 0.0015
C 1.23 0.20 -0.56 -0.0068
O 1.82 0.77 0.65 0.2739
O 1.93 2.08 0.49 0.7105
O -2.47 1.55 0.59 0.0001
H -2.75 2.39 0.19 0.0001
H -1.87 -0.97 0.47 0.0003
H 1.76 -2.22 0.02 0.0004
H 0.55 -2.39 1.33 -0.0001
H 0.13 -2.93 -0.30 0.0004
H 2.03 -0.34 -1.07 0.0066
H 0.79 0.97 -1.22 0.0008

***

Record 4
107
Properties=species:S:1:pos:R:3:mulliken_charge:R:1 method="wB97M-V/def2-TZVPD" spin_multiplicity=1 e_homo_ev=-8.69
C 1.94 5.09 -0.22 -1.6820
C 0.85 4.06 -0.68 1.2356
O 0.26 4.47 -1.86 -0.6568
H 1.57 6.07 -0.28 0.4527
H 2.87 4.89 -0.79 0.3026
H 2.18 4.88 0.79 0.3598
H 0.03 3.88 0.05 -0.2237
H 1.34 3.12 -0.98 -0.5333
H 0.93 4.24 -2.51 0.4895
C -0.17 2.80 3.82 0.5121
O -1.09 3.52 4.56 -0.7928
N 0.45 3.15 2.74 0.0196
N 0.10 1.57 4.11 -0.1464
H 0.11 4.07 2.43 0.1555
H 1.09 2.59 2.23 0.0778
H -0.65 1.21 4.82 0.2417
H 0.65 0.93 3.55 0.0845
C 2.31 -1.38 2.34 0.3752
O 1.75 -0.37 3.07 -0.8283
N 1.61 -2.45 1.97 -0.2856
N 3.54 -1.36 1.91 -0.2476
H 0.71 -2.67 2.46 0.3775
H 1.92 -3.27 1.45 0.0293
H 4.12 -0.56 2.06 0.2360
H 4.00 -2.12 1.36 0.2865
C 2.57 2.77 -3.22 0.3088
O 3.85 2.75 -2.69 -0.8017
N 1.78 1.74 -3.42 -0.0495
N 2.06 3.85 -3.68 -0.4590
H 2.18 0.79 -3.27 0.2797
H 0.79 1.79 -3.48 -0.0845
H 2.57 4.73 -3.56 0.3280
H 1.14 3.94 -4.25 0.3095
C -4.34 -0.38 2.04 0.2066
O -5.38 -1.25 2.01 -0.8025
N -3.34 -0.73 1.39 0.7348
N -4.21 0.75 2.68 -0.1939
H -3.19 -1.73 1.06 -0.0972
H -2.51 -0.17 1.30 0.1859
H -5.08 1.06 3.15 0.2887
H -3.46 1.46 2.66 0.0921
C -0.37 0.18 0.14 -0.8914
O -0.50 1.09 -0.93 1.6184
N 0.24 -0.97 0.09 1.9770
N -1.00 0.44 1.26 1.2147
H 0.56 -1.13 -0.86 -0.2701
H 0.60 -1.59 0.92 -1.0051
H -1.40 1.44 1.34 -0.6263
H -0.91 -0.18 2.10 -0.4987
C -2.46 -3.31 -0.69 0.0396
O -2.05 -3.21 -1.99 -0.6863
N -1.86 -2.77 0.31 0.7201
N -3.56 -3.84 -0.31 -0.2085
H -1.09 -2.11 0.05 -0.5379
H -2.04 -2.91 1.30 0.4430
H -4.10 -4.16 -1.18 0.3472
H -4.00 -3.89 0.64 0.2023
C 1.66 -1.53 -3.32 0.1570
O 0.72 -1.77 -2.40 -0.6118
N 2.67 -0.70 -3.14 -0.5664
N 1.68 -1.98 -4.57 -0.4390
H 2.99 -0.46 -2.18 0.2087
H 3.45 -0.68 -3.90 0.2737
H 0.91 -2.65 -4.68 0.3466
H 2.50 -1.98 -5.15 0.1815
C 0.35 -4.84 0.82 -0.2967
O 1.67 -5.28 1.12 -0.5250
H -0.28 -4.54 1.68 0.1733
H -0.11 -5.62 0.21 0.3942
H 0.51 -4.00 0.16 0.0226
H 1.67 -6.09 1.68 0.2907
C -1.20 -1.90 4.14 -0.4727
O -0.90 -2.67 3.00 -1.0170
H -2.28 -1.90 4.44 0.3366
H -0.82 -0.89 4.10 -0.1503
H -0.60 -2.36 4.90 0.4255
H -1.39 -3.50 2.93 0.2895
C -2.92 2.72 -0.05 -0.6076
O -2.47 2.71 1.28 -0.5659
H -2.90 1.68 -0.48 0.0682
H -2.24 3.41 -0.57 0.3414
H -3.96 3.08 -0.12 0.2851
H -2.23 3.60 1.52 0.2669
C 3.30 -3.27 -0.89 0.1519
O 4.09 -3.47 0.25 -0.6201
H 2.44 -2.69 -0.62 -0.5553
H 3.03 -4.27 -1.32 0.3142
H 3.93 -2.81 -1.61 0.4208
H 4.19 -4.40 0.48 0.2721
C -3.64 -0.43 -2.03 -0.3221
O -4.48 -0.20 -0.97 -0.6086
H -4.04 -1.29 -2.48 0.3806
H -2.59 -0.55 -1.81 -0.1674
H -3.70 0.39 -2.74 0.2933
H -3.96 -0.47 -0.16 0.2929
C 3.42 2.34 0.90 -0.8052
O 2.18 1.68 1.00 -0.0788
H 3.61 2.55 -0.13 0.1969
H 4.26 1.67 1.21 0.1903
H 3.45 3.26 1.45 0.3282
H 2.04 1.17 0.21 -0.0840
C -1.35 1.21 -3.93 -0.9603
O -1.39 2.29 -2.93 -0.5842
H -0.47 1.27 -4.66 0.3350
H -2.31 1.13 -4.43 0.3066
H -1.22 0.32 -3.34 0.1239
H -1.15 1.88 -2.10 0.4473

***

Record 5
88
Properties=species:S:1:pos:R:3:mulliken_charge:R:1 method="wB97M-V/def2-TZVPD" spin_multiplicity=1 e_homo_ev=-10.04 smiles="O=[N+]([O-])c1ccccc1.O=[N+]([O-])c1ccccc1.O=[N+]([O-])c1ccccc1.O=[N+]([O-])c1ccccc1.BrCCBr.BrCCBr.BrCCBr.BrCCBr"
Br 6.91 -25.19 15.47 -0.1603
C 7.49 -24.83 13.65 -0.5855
C 8.86 -24.12 13.60 -0.5787
Br 8.93 -23.11 11.84 -0.1733
H 6.76 -24.11 13.27 0.3597
H 7.48 -25.73 13.03 0.3721
H 9.64 -24.86 13.80 0.3748
H 8.89 -23.29 14.31 0.3910
Br 13.36 -20.53 15.56 -0.1164
C 14.28 -18.79 15.68 -0.6582
C 15.70 -18.83 16.24 -0.5155
Br 16.61 -20.16 15.11 -0.1341
H 13.58 -18.12 16.18 0.3802
H 14.53 -18.40 14.69 0.3672
H 15.76 -19.24 17.25 0.3432
H 16.21 -17.89 16.04 0.3330
Br 8.69 -26.90 5.52 -0.1765
C 8.97 -27.06 7.51 -0.6380
C 10.01 -28.08 7.81 -0.5434
Br 10.32 -28.04 9.75 -0.1497
H 7.99 -27.29 7.93 0.3689
H 9.33 -26.11 7.90 0.3847
H 10.93 -27.90 7.25 0.3947
H 9.59 -29.06 7.57 0.3580
Br 1.76 -21.43 14.48 -0.1593
C 1.71 -22.71 15.96 -0.4805
C 1.69 -21.80 17.27 -0.6646
Br 1.49 -22.87 18.91 -0.1644
H 2.53 -23.41 15.78 0.3538
H 0.76 -23.24 15.87 0.3346
H 0.94 -21.02 17.19 0.4012
H 2.63 -21.25 17.35 0.3802
C 2.86 -29.91 5.29 -0.2481
C 3.59 -30.69 6.06 -0.5460
C 3.98 -30.27 7.31 -0.2159
C 3.42 -29.09 7.77 -0.0530
C 2.66 -28.33 6.93 -0.1028
C 2.31 -28.75 5.66 -0.6398
N 3.80 -28.47 9.06 1.0059
O 4.70 -29.01 9.65 -0.6058
O 3.16 -27.57 9.53 -0.5840
H 2.76 -30.13 4.24 0.3210
H 4.01 -31.64 5.76 0.3643
H 4.68 -30.88 7.86 0.4627
H 2.18 -27.40 7.20 0.4249
H 1.72 -28.06 5.08 0.4146
C 9.34 -31.75 15.10 -0.1920
C 8.56 -31.45 14.03 -0.5699
C 8.68 -32.22 12.90 -0.3152
C 9.50 -33.35 12.83 0.0694
C 10.31 -33.57 13.92 -0.1503
C 10.13 -32.87 15.11 -0.5821
N 9.53 -34.19 11.63 0.9068
O 10.39 -35.09 11.64 -0.5579
O 8.59 -34.03 10.83 -0.5397
H 9.31 -31.13 15.98 0.3650
H 8.00 -30.53 13.88 0.3851
H 8.10 -31.98 12.01 0.4477
H 11.02 -34.38 13.97 0.3937
H 10.77 -32.92 15.98 0.3410
C 4.59 -22.55 7.26 -0.3282
C 4.28 -22.61 5.95 -0.5132
C 2.97 -22.61 5.55 -0.2505
C 1.93 -22.51 6.52 0.2294
C 2.28 -22.31 7.88 -0.1952
C 3.64 -22.27 8.28 -0.6917
N 0.50 -22.50 6.23 0.8731
O 0.11 -23.11 5.26 -0.5558
O -0.28 -21.82 6.91 -0.5391
H 5.64 -22.56 7.50 0.4021
H 5.00 -22.89 5.20 0.3632
H 2.64 -22.70 4.53 0.4011
H 1.48 -22.34 8.61 0.3874
H 3.95 -21.96 9.27 0.4193
C 14.98 -27.07 15.51 -0.3951
C 14.73 -28.25 16.24 -0.4614
C 15.64 -28.62 17.27 -0.2352
C 16.71 -27.84 17.56 0.0963
C 16.85 -26.61 16.92 -0.3949
C 16.02 -26.30 15.85 -0.3202
N 17.76 -28.28 18.55 0.9077
O 18.83 -27.68 18.66 -0.5562
O 17.41 -29.23 19.28 -0.5553
H 14.36 -26.78 14.68 0.3751
H 13.99 -28.98 15.93 0.3954
H 15.39 -29.52 17.82 0.4012
H 17.76 -26.05 16.99 0.3661
H 16.12 -25.39 15.27 0.3762

***

Record 6
13
Properties=species:S:1:pos:R:3:mulliken_charge:R:1 method="wB97M-V/def2-TZVPD" spin_multiplicity=1 e_homo_ev=-10.08 smiles="NC(=O)NCC=O"
O -0.70 2.58 1.09 -0.4236
C 0.06 2.18 0.23 -0.1937
C -0.06 0.86 -0.47 -0.3490
N 0.70 -0.12 0.32 -0.2531
C 0.13 -1.41 0.49 0.4480
N -0.48 -2.08 -0.57 -0.3675
O 0.38 -2.04 1.49 -0.6174
H 0.96 2.79 0.18 0.3931
H -1.09 0.59 -0.68 0.3427
H 0.30 1.05 -1.49 0.2709
H 0.89 0.30 1.25 0.2937
H -0.52 -3.06 -0.36 0.2515
H -0.56 -1.63 -1.47 0.2043

***

Record 7
88
Properties=species:S:1:pos:R:3:mulliken_spin:R:1 method="wB97M-V/def2-TZVPD" spin_multiplicity=3 e_homo_ev="-5.30 / -4.75"
Ti -1.53 -2.08 0.07 1.2297
C -3.28 -5.43 -1.95 -0.0149
C -2.35 -4.98 -2.80 -0.0098
C -2.58 -4.25 -4.07 0.0354
C -3.93 -3.52 -4.13 -0.0172
C -4.09 -2.60 -2.95 0.0031
C -4.68 -2.87 -1.78 0.0123
C -5.46 -4.13 -1.53 0.0116
C -4.78 -5.43 -2.03 -0.0020
C -0.64 1.03 -0.41 -0.0357
H -2.93 -5.99 -1.08 0.0096
H -1.30 -5.27 -2.63 0.0047
H -2.48 -4.96 -4.91 0.0027
H -1.77 -3.52 -4.22 -0.0357
H -3.91 -2.90 -5.04 -0.0021
H -4.76 -4.23 -4.27 -0.0008
H -3.69 -1.61 -3.14 0.0426
H -4.68 -2.13 -0.97 -0.0369
H -6.46 -4.06 -1.99 0.0003
H -5.65 -4.22 -0.45 -0.0026
H -5.11 -6.22 -1.34 0.0007
H -5.17 -5.70 -3.02 0.0006
H -0.64 0.03 0.11 0.0145
H -0.72 1.82 0.36 0.0039
H 0.29 1.17 -0.97 -0.0066
P -0.19 -2.34 -1.84 -0.1201
P -2.03 1.17 -1.52 0.0935
C -1.08 -1.26 -2.93 0.5368
C -1.94 -0.19 -2.68 0.2505
C 1.38 -2.84 -2.56 0.0064
C 1.36 -3.63 -3.72 0.0122
C 2.56 -4.07 -4.28 0.0024
C 3.78 -3.70 -3.69 0.0015
C 3.80 -2.87 -2.56 -0.0025
C 2.61 -2.44 -1.99 -0.0048
C -0.80 -3.84 -0.80 -0.0262
C -2.14 -3.90 -0.22 -0.1511
C -2.26 -4.06 1.18 0.0316
C -1.24 -4.80 1.82 0.0017
C -0.09 -5.16 1.12 -0.0152
C 0.16 -4.68 -0.17 0.1085
C -1.98 2.76 -2.41 0.0144
C -0.85 3.04 -3.20 -0.0003
C -0.87 4.12 -4.08 -0.0055
C -1.98 4.96 -4.15 0.0078
C -3.07 4.73 -3.31 -0.0018
C -3.07 3.65 -2.42 0.0139
C -3.51 1.07 -0.46 -0.0037
C -3.52 1.48 0.89 0.0280
C -4.64 1.25 1.68 -0.0080
C -5.75 0.59 1.15 0.0078
C -5.76 0.21 -0.19 -0.0085
C -4.66 0.49 -1.01 0.0502
H -0.80 -1.46 -3.98 -0.0409
H -2.61 0.03 -3.52 -0.0421
H 0.40 -3.88 -4.17 -0.0039
H 2.54 -4.68 -5.18 0.0003
H 4.72 -4.06 -4.13 0.0002
H 4.76 -2.56 -2.14 -0.0004
H 2.60 -1.79 -1.12 -0.0017
H -3.01 -3.64 -0.81 0.0361
H -3.23 -3.91 1.66 0.0009
H -1.34 -5.05 2.89 0.0045
H 0.66 -5.78 1.62 -0.0060
H 1.09 -4.90 -0.70 -0.0013
H 0.03 2.39 -3.14 0.0043
H -0.01 4.30 -4.72 -0.0003
H -2.00 5.79 -4.86 0.0006
H -3.94 5.38 -3.35 0.0000
H -3.91 3.48 -1.74 0.0043
H -2.65 1.98 1.32 0.0011
H -4.66 1.59 2.72 0.0003
H -6.62 0.37 1.78 0.0004
H -6.63 -0.29 -0.63 -0.0004
H -4.70 0.23 -2.07 -0.0140
C 1.52 -1.83 3.42 0.0033
C 0.61 -1.02 2.50 0.0546
C 1.32 0.28 2.15 0.0033
C 0.26 -1.83 1.23 0.0462
H 2.46 -2.05 2.90 -0.0009
H 1.06 -2.79 3.69 0.0003
H 1.76 -1.29 4.34 0.0000
H -0.34 -0.79 3.01 -0.0099
H 2.24 0.08 1.60 -0.0019
H 0.69 0.91 1.52 -0.0005
H 1.56 0.86 3.04 0.0000
H 1.12 -1.76 0.54 -0.0068
H 0.20 -2.89 1.50 -0.0573

***

Record 8
118
Properties=species:S:1:pos:R:3:mulliken_charge:R:1 method="wB97M-V/def2-TZVPD" spin_multiplicity=1 total_charge=+3 e_homo_ev=-11.59
C 4.66 2.38 5.43 -1.3785
C 4.30 0.92 5.20 -0.2380
N 2.92 0.41 5.80 -0.0881
C 3.06 0.46 7.38 -0.9426
C 1.85 1.41 5.25 -0.3697
C 0.39 0.97 5.54 -1.2950
C 2.63 -1.04 5.29 -0.7607
C 3.75 -2.07 5.61 -0.6039
O 4.74 -2.08 4.65 -0.2413
C 5.72 -2.98 4.91 -0.8833
H 5.63 2.54 4.97 0.3933
H 4.56 2.72 6.46 0.3398
H 4.05 3.11 4.90 0.3615
H 4.99 0.28 5.75 0.3086
H 4.55 0.68 4.17 0.4879
H 3.80 -0.19 7.85 0.3644
H 2.08 0.07 7.65 0.4618
H 3.17 1.46 7.79 0.3865
H 2.06 1.62 4.20 0.4035
H 2.16 2.33 5.74 0.4387
H 0.12 0.89 6.59 0.3474
H 0.23 0.04 4.99 0.3774
H -0.34 1.69 5.19 0.3835
H 2.46 -1.02 4.21 0.4876
H 1.66 -1.16 5.78 0.5570
H 3.23 -3.03 5.63 0.4509
H 4.10 -1.76 6.60 0.2950
H 5.89 -3.22 5.96 0.3540
H 6.72 -2.66 4.64 0.3064
H 5.63 -3.81 4.21 0.2907
C 6.95 -4.60 -0.52 -1.1269
C 6.54 -3.74 -1.80 -0.6656
N 5.36 -4.31 -2.58 -0.1445
C 5.13 -3.32 -3.77 -0.8518
C 5.62 -5.79 -3.15 -0.3563
C 7.09 -5.91 -3.71 -1.0863
C 4.06 -4.40 -1.67 -0.6308
C 3.78 -3.38 -0.56 -0.7127
O 3.85 -2.04 -1.09 -0.3413
C 2.62 -1.34 -1.40 -0.8682
H 7.42 -5.52 -0.87 0.2577
H 6.10 -5.03 0.01 0.2787
H 7.65 -4.14 0.17 0.3965
H 7.42 -3.69 -2.44 0.6041
H 6.27 -2.71 -1.55 0.5994
H 4.37 -3.74 -4.42 0.3759
H 6.05 -3.18 -4.34 0.4244
H 4.79 -2.36 -3.36 0.3175
H 4.75 -6.04 -3.76 0.5300
H 5.58 -6.61 -2.42 0.3398
H 7.23 -6.73 -4.41 0.3963
H 7.76 -5.98 -2.85 0.2687
H 7.35 -4.98 -4.20 0.2757
H 4.20 -5.34 -1.12 0.4354
H 3.26 -4.62 -2.37 0.5264
H 4.43 -3.31 0.32 0.2033
H 2.81 -3.48 -0.09 0.5616
H 2.82 -0.36 -1.83 0.2715
H 2.00 -1.11 -0.54 0.3915
H 2.03 -1.80 -2.20 0.3254
C -2.54 0.32 -4.81 -1.1944
C -3.80 0.38 -3.91 -0.4924
N -4.77 -0.97 -3.85 -0.0841
C -5.94 -0.59 -2.98 -1.0932
C -5.49 -1.23 -5.23 -0.3559
C -4.64 -1.58 -6.42 -1.4643
C -4.05 -2.06 -3.12 -0.7086
C -4.59 -3.40 -3.55 -0.6083
O -5.97 -3.65 -3.32 -0.3534
C -6.47 -4.90 -3.83 -0.7443
H -2.29 1.26 -5.30 0.3551
H -2.55 -0.51 -5.51 0.3029
H -1.63 0.22 -4.21 0.3738
H -4.40 1.06 -4.51 0.3359
H -3.59 0.80 -2.92 0.6173
H -6.63 -1.43 -3.03 0.3750
H -6.33 0.28 -3.51 0.4955
H -5.66 -0.28 -1.97 0.4349
H -6.01 -0.30 -5.46 0.5009
H -6.19 -2.02 -4.97 0.4981
H -4.27 -0.71 -6.96 0.3532
H -5.22 -2.17 -7.12 0.3646
H -3.83 -2.21 -6.05 0.3810
H -4.16 -1.89 -2.05 0.4791
H -2.97 -1.93 -3.12 0.4370
H -4.04 -4.06 -2.88 0.5132
H -4.31 -3.62 -4.58 0.3761
H -5.65 -5.62 -3.81 0.3429
H -6.90 -4.76 -4.82 0.2741
H -7.25 -5.20 -3.14 0.2734
C -4.03 9.58 1.61 -1.4535
C -4.35 8.11 1.43 -0.1299
C -3.11 7.11 1.13 -0.7351
N -3.56 5.66 0.70 0.2043
C -2.37 4.69 0.73 -1.1125
C -4.06 5.79 -0.74 -0.6870
C -5.39 5.04 -0.71 -0.3997
C -5.97 5.21 0.68 -0.5858
C -4.68 5.07 1.52 -0.6958
H -3.33 9.96 0.86 0.3597
H -3.52 9.74 2.57 0.3482
H -4.89 10.23 1.47 0.3832
H -4.92 8.02 0.50 0.3054
H -5.11 7.80 2.14 0.3414
H -2.63 7.00 2.11 0.4422
H -2.34 7.53 0.48 0.3237
H -1.97 4.70 1.74 0.3741
H -1.64 5.08 0.01 0.3751
H -2.78 3.75 0.36 0.5218
H -3.32 5.54 -1.50 0.3344
H -4.29 6.82 -1.01 0.3168
H -5.26 3.98 -0.95 0.2852
H -5.92 5.48 -1.56 0.3866
H -6.73 4.45 0.88 0.4032
H -6.48 6.15 0.91 0.2859
H -4.41 4.04 1.72 0.4407
H -4.60 5.54 2.50 0.3583
Cl -2.31 -0.67 1.56 -0.9663